Version 1
Computed, not measured: a gas-phase ion, C3H9N2O (charge +1), with ωB97M-V/def2-TZVPD.

Each line ends with the Mulliken charge.
Positions of all 15 atoms, in Å:
H (2.304, -0.330, 0.517)  0.388
H (-2.459, 1.193, -0.123)  0.341
C (-1.664, 0.460, -0.477)  -1.199
C (-0.633, 0.252, 0.607)  0.321
N (1.132, 0.854, -0.636)  -0.390
H (0.338, -1.538, 1.320)  0.338
H (-0.254, -1.670, -0.260)  0.392
H (-1.115, 0.446, 1.638)  0.319
H (-2.120, -0.541, -0.660)  0.343
N (0.219, -1.057, 0.440)  -0.091
H (1.892, -1.033, -0.936)  0.345
H (-1.382, 0.854, -1.385)  0.375
H (1.986, 1.395, -0.453)  0.327
O (0.292, 1.228, 0.537)  -0.268
C (1.463, -0.513, -0.128)  -0.541

SMILES string: C[C@H]1[NH2+]CNO1
Charge: +1
Kohn-Sham gap, eV: 11.00
LUMO level, Eh: -0.1319



Version 2
Computed, not measured: a gas-phase ion, C3H9N2O (charge +1), with ωB97M-V/def2-TZVPD.

Each line ends with the Mulliken charge.
Positions of all 15 atoms, in Å:
C (-1.404, 0.450, 0.372)  -0.673
H (-2.732, 1.586, -0.634)  0.255
H (0.034, -0.396, -1.028)  0.208
H (0.392, 1.181, -0.083)  0.302
H (2.542, -2.849, -0.353)  0.248
O (0.751, -0.595, 0.875)  -0.161
C (1.347, -1.678, 0.639)  0.391
H (-1.988, -0.456, 0.109)  0.356
H (1.685, -2.170, 1.612)  0.330
H (-1.723, 2.301, 0.518)  0.270
N (-1.772, 1.642, -0.291)  -0.589
H (1.678, -2.005, -1.446)  0.227
C (0.045, 0.194, -0.040)  -0.290
N (1.835, -2.212, -0.480)  -0.258
H (-1.426, 0.477, 1.439)  0.383

SMILES string: NCCOC=[NH2+]
Charge: +1
Kohn-Sham gap, eV: 9.21
LUMO level, Eh: -0.1606



In order of decreasing stability: version 2, version 1.



Version 1
Computed, not measured: a gas-phase ion, C3H9N2O (charge +1), with ωB97M-V/def2-TZVPD.

Each line ends with the Mulliken charge.
Positions of all 15 atoms, in Å:
C (-0.495, 1.198, 0.078)  -0.337
H (-0.498, 1.982, 0.787)  0.375
H (-0.774, -1.543, 1.308)  0.323
H (-0.023, -1.933, -0.244)  0.357
C (1.580, -0.098, -0.546)  -0.973
H (1.968, 0.894, -0.801)  0.376
N (0.502, 0.007, 0.379)  0.028
H (0.897, 0.130, 1.300)  0.349
H (2.278, -0.914, -0.346)  0.368
O (-1.562, -0.683, -0.486)  -0.289
H (-2.527, 0.674, 0.633)  0.238
C (-0.413, -1.186, 0.353)  -0.332
N (-1.843, 0.590, -0.012)  -0.168
H (-0.167, 1.438, -0.904)  0.291
H (1.077, -0.557, -1.499)  0.394

SMILES string: C[N@H+]1CNOC1
Charge: +1
Kohn-Sham gap, eV: 11.00
LUMO level, Eh: -0.1229



Version 2
Computed, not measured: 2 unconnected molecules or ions with the total composition C3H9N2O, with ωB97M-V/def2-TZVPD.

Each line ends with the Mulliken charge.
Positions of all 15 atoms, in Å:
H (-2.275, -1.069, 0.882)  0.275
O (0.375, 0.875, -0.901)  -0.544
H (-0.174, -0.031, 0.811)  0.291
H (-0.248, 1.630, -2.545)  0.398
C (0.577, 1.276, -1.993)  0.100
H (2.537, 2.326, -2.197)  0.272
H (0.475, -0.485, 2.116)  0.245
N (-1.880, -1.953, 2.783)  -0.287
H (-1.195, -2.156, 3.475)  0.253
C (-1.511, -1.206, 1.785)  0.286
C (1.919, 1.418, -2.629)  -0.921
H (-2.857, -2.119, 2.742)  0.267
H (2.723, 0.722, -2.267)  0.296
H (1.917, 1.298, -3.697)  0.313
N (-0.385, -0.526, 1.635)  -0.245

Charge: +1
Kohn-Sham gap, eV: 9.99
LUMO level, Eh: -0.1273



Version 3
Computed, not measured: 2 unconnected molecules or ions with the total composition C3H9N2O, with ωB97M-V/def2-TZVPD.

Each line ends with the Mulliken charge.
Positions of all 15 atoms, in Å:
H (-3.111, 0.987, 1.269)  0.301
N (0.792, -0.006, 1.001)  -0.388
H (1.804, 0.231, 0.823)  0.290
H (-2.718, -0.554, 1.264)  0.401
H (0.623, -0.128, 2.080)  0.284
C (-0.105, 0.345, 0.170)  0.575
O (0.854, 0.091, -2.054)  -0.345
C (-2.189, 0.363, 1.428)  -0.933
H (2.089, -0.938, -3.028)  0.301
H (-1.861, 0.730, -0.537)  0.288
C (2.054, -0.534, -1.959)  -0.568
H (2.995, -0.021, -1.728)  0.280
H (-1.746, 0.498, 2.372)  0.344
N (-1.361, 0.410, 0.271)  -0.157
H (1.879, -1.474, -1.374)  0.328

Charge: +1
Kohn-Sham gap (spin up / spin down), eV: 8.78 / 9.08
LUMO level (spin up / spin down), Eh: -0.2214 / -0.1913



In order of decreasing stability: version 2, version 1, version 3.



Version 1
Computed, not measured: C4HF3 in the gas phase, with ωB97M-V/def2-TZVPD.

Each line ends with the Mulliken charge.
Positions of all 8 atoms, in Å:
C (-0.767, -0.577, -0.013)  0.878
F (-1.328, -0.544, 1.217)  -0.222
H (-0.609, 1.541, -0.421)  0.238
C (0.212, 0.584, -0.133)  -0.274
C (2.797, 0.807, 0.216)  -0.493
F (-0.091, -1.780, -0.114)  -0.248
C (1.533, 0.636, 0.086)  0.345
F (-1.747, -0.668, -0.838)  -0.224

Kohn-Sham gap, eV: 8.26
LUMO level, Eh: -0.0986



Version 2
Computed, not measured: 2 unconnected molecules or ions with the total composition C4HF3, with ωB97M-V/def2-TZVPD.

Each line ends with the Mulliken charge.
Positions of all 8 atoms, in Å:
F (-0.164, -1.757, -0.365)  -0.189
C (-1.844, 0.664, 1.464)  -0.242
C (-0.281, 0.667, -0.644)  -0.597
F (0.964, -0.518, -1.877)  -0.224
C (-1.045, 0.445, 2.304)  0.119
H (0.252, 1.630, -0.369)  0.348
F (1.647, -0.552, 0.094)  -0.231
C (0.470, -0.580, -0.606)  1.017

Kohn-Sham gap (spin up / spin down), eV: 8.26 / 7.01
LUMO level (spin up / spin down), Eh: -0.1138 / -0.1315



In order of decreasing stability: version 1, version 2.



Version 1
Computed, not measured: 2 unconnected molecules or ions with the total composition C2H2FNO2, with ωB97M-V/def2-TZVPD.

Each line ends with the Mulliken charge.
Positions of all 8 atoms, in Å:
F (0.928, 0.639, -0.452)  -0.148
H (-1.925, 0.533, -1.901)  0.277
O (0.642, -0.229, 2.324)  -0.341
N (-0.337, 0.163, -0.777)  -0.183
O (1.248, -2.432, 2.213)  -0.360
C (0.949, -1.328, 2.261)  0.702
C (-0.944, 0.871, -1.610)  -0.229
H (-0.561, 1.784, -2.059)  0.283

SMILES string: O=C=O.C=NF
Kohn-Sham gap, eV: 12.30
LUMO level, Eh: 0.0304



Version 2
Computed, not measured: 2 unconnected molecules or ions with the total composition C2H2FNO2, with ωB97M-V/def2-TZVPD.

Each line ends with the Mulliken charge.
Positions of all 8 atoms, in Å:
F (0.654, 1.863, 1.859)  -0.098
N (-0.618, 1.490, 1.578)  -0.217
O (0.575, -0.312, -0.385)  -0.388
O (-1.988, -0.116, 0.671)  -0.344
C (-1.177, 0.560, 1.072)  0.681
C (0.852, -0.961, -1.329)  -0.127
H (1.583, -0.802, -2.107)  0.255
H (0.120, -1.721, -1.358)  0.239

SMILES string: O=C=NF.C=O
Kohn-Sham gap, eV: 11.06
LUMO level, Eh: 0.0209



In order of decreasing stability: version 1, version 2.